(1)
36
Properties=species:S:1:pos:R:3:forces:R:3 method="wB97M-V/def2-TZVPD" homo_ev=-14.471 lumo_ha=-0.330 total_charge=+2 total_energy_ev=-87999.779 orbital_gap_ev=5.489 relative_energy_kcal_mol=15.59
C -0.870320 2.872721 0.066439 2.0 -1.5 2.7
I -0.858690 1.989889 -2.519830 -0.1 -0.6 -2.9
H -0.156264 2.003920 -0.290919 -1.9 1.4 1.3
H -1.362954 2.605457 1.048088 0.5 0.7 -0.9
H -0.045906 3.597929 0.195884 -1.0 0.6 0.1
Lu 1.107968 -1.033197 0.943291 0.3 1.3 -0.5
P 2.721528 1.496176 -0.333876 2.5 1.2 0.6
C 2.937950 3.072078 -1.291770 -1.4 0.9 -1.3
C 3.473354 2.291090 1.154427 -0.5 -0.1 0.9
H 4.597741 -0.069592 -0.500426 0.3 -0.4 0.3
H 5.099568 1.573470 -0.904311 0.0 0.3 0.2
H 4.158149 0.622992 -2.030591 0.0 -0.2 -0.6
C 4.307155 0.843345 -0.988440 -0.6 -1.0 -0.1
H 3.661892 1.601860 1.969224 0.1 -0.3 0.1
H 4.413935 2.789465 0.898006 -0.2 -0.3 -0.2
H 3.876538 3.605750 -1.019119 -0.6 -0.8 0.2
H 2.098048 3.768246 -1.127026 0.3 -0.2 0.0
H 2.824976 3.061913 1.564655 -0.2 0.1 0.0
H 2.984077 2.915211 -2.386393 -0.2 -0.2 0.5
C -1.812010 3.161969 -1.020402 -3.3 1.0 -1.9
O -2.879397 3.714770 -1.232767 3.8 -1.6 1.6
Cl 3.068715 -1.574330 2.204809 -1.1 0.1 -0.5
C -3.112223 -4.020999 -1.123135 -0.7 0.4 -0.6
N -3.093746 -2.575589 -0.732985 1.7 0.2 1.1
C -2.482111 -2.160865 0.387315 0.0 -0.4 0.3
S -1.603084 -0.596796 0.526882 0.5 -1.0 -0.2
N -2.529232 -2.929324 1.502172 -0.7 2.1 -0.2
C -3.765510 -3.640071 1.877977 0.5 -2.4 1.4
H -2.540718 -4.636620 -0.421625 -0.2 0.3 -0.1
H -2.660231 -4.069266 -2.139291 -0.4 -0.1 0.8
H -4.167840 -4.337960 -1.156231 0.6 -0.2 -0.1
H -3.025434 -1.926887 -1.499022 -0.1 0.2 -0.2
H -2.179110 -2.400191 2.311474 0.0 -0.5 -0.6
H -3.395543 -4.682761 2.106381 -1.0 0.9 -0.1
H -4.216767 -3.224612 2.799027 0.6 0.0 -0.5
H -4.574505 -3.709191 1.162107 0.4 0.3 -0.6

---

(2)
54
Properties=species:S:1:pos:R:3:forces:R:3 method="wB97M-V/def2-TZVPD" homo_ev=-1.779 lumo_ha=0.154 total_charge=-2 total_energy_ev=-141429.118 orbital_gap_ev=5.970 relative_energy_kcal_mol=10.25
Fe -0.626255 0.205287 0.250935 0.3 0.3 0.1
S 0.466729 1.227185 2.173344 0.0 -0.2 0.3
C 1.396433 -0.120918 1.772997 0.0 0.2 0.0
N 1.149170 -0.729054 0.630034 0.0 0.0 0.3
C 1.859185 -1.894669 0.485442 0.3 -0.1 -0.1
C 1.821072 -2.771488 -0.598489 -0.1 0.0 0.0
C 2.630468 -3.894878 -0.593149 0.0 0.0 0.0
C 3.499043 -4.157586 0.465676 0.0 0.0 0.0
C 3.567377 -3.283844 1.541260 0.0 0.0 0.0
C 2.748069 -2.167292 1.543857 0.0 0.1 0.0
S 2.625787 -0.913302 2.747790 0.0 -0.1 -0.1
H 1.164139 -2.575235 -1.434937 0.0 0.0 0.0
H 2.587138 -4.579056 -1.432561 0.0 0.0 0.0
H 4.125990 -5.040551 0.448274 0.0 0.0 0.0
H 4.246850 -3.469655 2.363837 0.0 0.0 0.0
C -2.750399 -4.979456 1.232405 0.0 -0.1 -0.1
Si -2.143886 -5.006042 -0.539841 0.0 -0.1 0.0
C -0.677279 -6.191299 -0.660883 -0.1 0.1 0.0
C -3.543029 -5.696502 -1.612332 0.1 0.0 0.1
C -1.607577 -3.371253 -1.283105 -0.1 -0.1 0.0
C -1.300564 -3.360377 -2.636860 0.0 0.0 0.0
C -0.825582 -2.215456 -3.273658 0.0 0.0 -0.1
C -0.674859 -1.069895 -2.517399 -0.1 -0.1 0.1
N -0.964108 -1.048634 -1.220297 -0.2 -0.4 -0.1
C -1.416355 -2.159001 -0.575503 0.1 0.1 0.1
S -1.625336 -1.837461 1.102343 0.1 -0.1 -0.2
H -3.129321 -5.974599 1.489632 0.0 0.0 0.0
H -3.547405 -4.250079 1.373367 0.0 0.0 0.0
H -1.948756 -4.714085 1.919824 0.0 0.0 0.0
H -0.934766 -7.193345 -0.308293 0.0 0.0 0.0
H 0.152196 -5.814796 -0.057962 0.0 0.0 0.0
H -0.323342 -6.273350 -1.691355 0.0 0.0 0.0
H -3.851633 -6.682443 -1.255037 0.0 0.0 0.0
H -3.246077 -5.795270 -2.658607 0.0 0.0 0.0
H -4.410588 -5.034521 -1.576062 0.0 0.0 0.0
H -1.420236 -4.269842 -3.220918 0.0 0.0 0.0
H -0.583615 -2.209899 -4.327648 0.0 0.0 0.0
H -0.314458 -0.129474 -2.920154 0.0 0.0 0.0
S -3.090826 3.528495 -2.143123 -0.1 -0.1 0.0
Sb -2.942578 1.387257 -1.397089 -0.2 0.4 -0.4
S -2.732723 1.372566 0.877190 0.2 0.1 0.0
S 0.446209 1.930183 -1.198657 -0.5 -0.1 0.1
N 7.368142 0.481717 -0.280676 0.0 0.0 0.0
C 6.243826 0.696385 -0.426999 0.4 -0.1 0.1
C 4.861510 0.974809 -0.608657 -0.4 0.1 -0.1
C 4.248623 2.012148 0.102024 0.0 0.0 0.0
C 2.909764 2.289027 -0.081064 0.0 0.0 0.0
C 2.124892 1.546168 -0.979814 0.2 -0.1 0.0
C 2.761015 0.510806 -1.688567 0.0 0.0 0.0
C 4.095979 0.222372 -1.508595 0.1 0.0 0.0
H 4.832653 2.590470 0.807884 0.0 0.0 0.0
H 2.430211 3.074232 0.486811 0.0 0.0 0.0
H 2.171438 -0.085330 -2.373439 0.0 0.0 0.0
H 4.557438 -0.594252 -2.051067 0.0 0.0 0.0

---

(3)
54
Properties=species:S:1:pos:R:3:forces:R:3 method="wB97M-V/def2-TZVPD" homo_ev=-5.696 lumo_ha=0.078 total_charge=-1 total_energy_ev=-122903.945 orbital_gap_ev=7.815
C 1.116313 3.076134 3.036836 -0.6 1.3 -0.4
C 0.019731 2.944906 1.896238 0.7 -0.6 -0.2
C -0.244556 1.428780 1.499176 0.1 1.8 1.2
O 0.244711 1.261112 0.173561 0.1 -0.8 -0.4
C 0.079754 -0.045808 -0.309856 -1.3 0.5 -0.3
S 1.136602 -1.332707 0.411943 0.2 -5.4 1.9
O 0.771237 -1.570577 1.845392 0.6 1.9 -1.8
O 0.746273 -2.604329 -0.303921 0.6 2.6 -0.1
N 2.772022 -1.172085 0.231833 -1.6 2.6 -1.2
S 3.354639 0.354162 -0.103432 3.6 0.3 3.3
O 4.844493 0.212026 -0.122851 -2.3 -0.5 -1.0
O 3.063026 1.385391 0.942035 -1.1 -1.3 -2.0
C 2.983707 1.013814 -1.818222 0.2 0.2 -1.0
N 2.988409 2.477277 -1.876466 -1.1 -0.7 -0.3
C 1.699192 3.177808 -2.119633 0.4 0.7 0.1
H 1.574548 2.110862 3.328099 -0.4 0.6 -0.1
H 0.646555 3.625314 3.891712 0.5 -0.8 -0.3
H 1.924488 3.757046 2.666383 -0.5 -0.8 0.4
H 0.430332 3.489556 1.010310 -0.5 -0.6 0.5
H -0.939931 3.444350 2.163967 0.7 -0.4 0.0
H 0.293906 0.829530 2.267189 -0.3 -0.1 -0.9
H -1.339424 1.217459 1.575101 0.6 -0.1 -0.4
H 0.136339 -0.117289 -1.424871 0.4 0.3 0.9
H -0.963841 -0.356553 -0.062241 0.7 -0.4 0.0
H 2.077960 0.568353 -2.291503 0.4 0.4 0.7
H 3.843954 0.664662 -2.446966 -0.6 -0.1 1.0
H 3.481248 2.862294 -1.076943 -0.2 -0.1 -0.1
H 1.914699 4.019068 -2.828448 -0.2 -0.5 0.5
H 1.294570 3.645175 -1.186102 0.1 -0.6 -0.7
H 0.874355 2.583879 -2.608449 2.0 0.1 1.2
Cl -3.434366 1.580201 -1.557218 0.0 -0.2 0.2
C -3.438774 3.093025 -2.470093 0.0 0.2 0.0
C -2.653436 2.971731 -3.752117 0.1 0.1 -0.3
Cl -0.885790 2.799759 -3.480783 -1.5 0.1 -0.4
H -3.041578 3.879505 -1.829416 0.1 -0.1 0.0
H -4.480084 3.328699 -2.692178 0.1 0.0 -0.1
H -2.788828 3.874590 -4.348649 0.0 0.0 0.1
H -2.984415 2.118631 -4.342898 0.0 0.0 0.1
Cl -6.405760 -3.114788 1.401647 0.0 0.0 0.0
C -4.648405 -3.100194 1.713562 0.2 -0.1 0.1
C -4.173672 -1.770441 2.248855 0.2 -0.1 0.2
Cl -4.266462 -0.481876 1.025019 -0.1 0.1 0.0
H -4.139005 -3.362247 0.787724 -0.1 0.1 0.0
H -4.451018 -3.883691 2.445114 0.0 0.1 0.0
H -3.127037 -1.845510 2.548246 0.0 -0.1 -0.1
H -4.755002 -1.456150 3.114739 0.0 0.0 -0.1
Cl 4.214289 -6.786366 0.897713 0.1 -0.1 0.0
C 3.037450 -5.696664 0.111927 -0.2 0.3 -0.1
C 1.624587 -5.953529 0.575140 0.0 0.4 0.0
Cl 0.999733 -7.527801 0.004147 0.0 -0.2 0.0
H 3.133308 -5.817505 -0.965523 0.0 -0.1 0.1
H 3.327719 -4.677641 0.368085 -0.1 0.0 0.0
H 0.961881 -5.185008 0.176103 0.1 0.0 0.0
H 1.549352 -5.936340 1.660977 0.1 -0.1 -0.1